#1
Molecular formula: C2H8NS
Method: DFT, ωB97M-V/def2-TZVPD

Structure (XYZ):
```
12
Properties=species:S:1:pos:R:3
C 0.25501 0.59370 1.29361
C 0.27696 -0.31801 -0.95467
N 0.01018 -0.59780 0.43769
S -1.57011 1.02216 -1.76679
H 1.23653 0.56061 1.65837
H -0.03188 1.45695 0.69502
H -0.48639 0.68879 2.09661
H 1.08618 0.31678 -1.22120
H 0.01115 -1.24597 -1.39088
H -0.98735 -0.86926 0.48441
H 0.67252 -1.41488 0.64516
H -2.27440 -0.10950 -2.12690
```

Computed properties:
* total charge: +1
* highest occupied orbital energy: -0.5128 hartree
* LUMO: -0.193 Eh

=====

#2
Molecular formula: C2H8NS
Method: DFT, ωB97M-V/def2-TZVPD

Structure (XYZ):
```
12
Properties=species:S:1:pos:R:3
C -0.76828 -0.14101 -0.59472
C -0.28546 -1.40863 -0.19742
S -2.51144 0.61543 0.31214
N 2.03603 0.67340 0.72683
H -0.10532 0.70838 -0.26785
H -1.06550 0.04268 -1.64015
H -0.60320 -2.07425 0.60826
H -0.03705 -2.06631 -1.04864
H -3.04413 1.75092 -0.16493
H 2.52712 1.11304 -0.03881
H 2.44206 0.89976 1.62066
H 1.41517 -0.11342 0.68463
```

Computed properties:
* total charge: +1
* highest occupied orbital energy: -0.5213 hartree
* LUMO: -0.309 Eh

=====

#3
Molecular formula: C2H8NS
Method: DFT, ωB97M-V/def2-TZVPD

Structure (XYZ):
```
12
Properties=species:S:1:pos:R:3
C 0.42488 0.25309 -0.56774
C 0.35724 0.59025 0.90189
S -1.35893 0.32077 1.48967
N -0.04136 -1.19197 -0.83719
H 1.43475 0.37551 -0.95826
H -0.16317 0.86332 -1.23471
H 0.57427 1.64683 1.02278
H 1.09158 0.00617 1.44495
H -1.75666 1.59744 1.53711
H 0.66683 -1.86675 -1.12628
H -0.65822 -1.06171 -1.63929
H -0.57122 -1.53296 -0.03295
```

Computed properties:
* SMILES: [NH3+]CCS
* total charge: +1
* highest occupied orbital energy: -0.5051 hartree
* LUMO: -0.139 Eh

=====

Most stable structure: #3

=====

#1
Molecular formula: C4H6N2
Method: DFT, ωB97M-V/def2-TZVPD

Structure (XYZ):
```
12
Properties=species:S:1:pos:R:3
C 0.96342 0.97756 0.33421
C 2.14260 0.15269 0.04080
C -1.24313 -0.05199 0.71239
C -2.40998 -0.39224 -0.05656
N -0.18305 0.40268 0.39867
N 2.06283 -1.12903 -0.00344
H 0.87172 2.10214 0.10356
H 3.01656 0.76000 -0.38076
H -2.09172 -0.86890 -0.90132
H -3.02390 -1.02289 0.54620
H -3.01706 0.50819 -0.38862
H 2.91171 -1.43820 -0.40513
```

Computed properties:
* total charge: 0
* highest occupied orbital energy: -0.2794 hartree
* LUMO: 0.013 Eh

=====

#2
Molecular formula: C4H6N2
Method: DFT, ωB97M-V/def2-TZVPD

Structure (XYZ):
```
12
Properties=species:S:1:pos:R:3
N 2.10915 0.96096 -0.89160
C 1.64566 0.14700 -0.19164
C 0.64149 -0.41689 0.67092
C -0.29638 0.91320 0.31770
C -1.18855 -0.15484 -0.40902
N -0.40012 -1.27697 0.14269
H 0.98515 -0.64065 1.69196
H -0.77417 1.18431 1.28181
H 0.77974 1.59534 -0.49552
H -1.13771 -0.07642 -1.49992
H -2.24642 -0.22424 -0.11402
H -0.11783 -2.01080 -0.50336
```

Computed properties:
* total charge: 0
* highest occupied orbital energy: -0.3403 hartree
* LUMO: 0.021 Eh

=====

#3
Molecular formula: C4H6N2
Method: DFT, ωB97M-V/def2-TZVPD

Structure (XYZ):
```
12
Properties=species:S:1:pos:R:3
C -0.12782 0.53865 -1.37193
N 0.68657 0.51712 -0.17428
C -0.08777 0.86124 0.97776
C -0.53126 -0.29334 1.46932
N -0.04983 -1.36984 0.63555
C 1.01087 -0.79371 -0.00136
H -0.78206 -0.97314 -0.34752
H -0.38343 1.54470 -1.71855
H 0.25234 -0.10384 -2.16801
H -0.30767 1.89267 1.21296
H -1.20703 -0.50341 2.28626
H 1.52711 -1.31710 -0.80021
```

Computed properties:
* total charge: 0
* highest occupied orbital energy (spin up / spin down): -0.2927 / -0.2906 hartree
* LUMO (spin up / spin down): 0.003 / -0.001 Eh

=====

#4
Molecular formula: C4H6N2
Method: DFT, ωB97M-V/def2-TZVPD

Structure (XYZ):
```
12
Properties=species:S:1:pos:R:3
N 2.03340 -0.14801 0.26703
C 0.64215 0.01372 0.08936
C -0.16235 1.11580 -0.07345
C -1.50827 0.64673 -0.14550
C -1.47642 -0.71825 -0.03613
N -0.16146 -1.09440 0.10902
H 2.48677 -0.46749 -0.58378
H 2.45916 0.73236 0.53071
H 0.17656 2.14187 -0.14234
H -2.39645 1.25025 -0.27910
H -2.26836 -1.45300 -0.05655
H 0.17529 -2.01958 0.32074
```

Computed properties:
* SMILES: Nc1ccc[nH]1
* total charge: 0
* highest occupied orbital energy: -0.2841 hartree
* LUMO: 0.039 Eh

=====

Most stable structure: #4

=====

#1
Molecular formula: C4H6N2
Method: DFT, ωB97M-V/def2-TZVPD

Structure (XYZ):
```
12
Properties=species:S:1:pos:R:3
N -0.86858 0.59627 -2.31591
C -0.77933 0.92257 -1.20991
C -0.48492 1.20678 0.20930
N 0.50064 0.26582 0.74600
C 0.98308 -0.70904 -0.23188
C 0.06476 -1.11924 0.85396
H -0.08309 2.22317 0.27449
H -1.41775 1.17635 0.78232
H 2.04237 -0.92289 -0.18330
H 0.56355 -0.63648 -1.24180
H -0.97413 -1.33716 0.60746
H 0.45340 -1.66614 1.70928
```

Computed properties:
* SMILES: N#CCN1CC1
* total charge: 0
* highest occupied orbital energy: -0.3640 hartree
* LUMO: 0.036 Eh

=====

#2
Molecular formula: C4H6N2
Method: DFT, ωB97M-V/def2-TZVPD

Structure (XYZ):
```
12
Properties=species:S:1:pos:R:3
C -1.49604 -0.39454 -1.46689
C -0.42142 -0.14442 -0.49237
C -0.49597 -0.49387 0.82140
C 1.32463 0.53274 0.69102
H -2.12813 -1.17996 -1.10565
H -2.06391 0.66529 -1.47586
H -1.06853 -0.69986 -2.44917
H -1.18716 -1.17468 1.28954
H 2.33987 0.82112 0.94851
H 1.19277 0.82946 -1.52184
N 0.60886 -0.06041 1.58084
N 0.74084 0.59458 -0.58148
```

Computed properties:
* SMILES: Cc1cnc[nH]1
* total charge: 0
* highest occupied orbital energy: -0.3112 hartree
* LUMO: 0.032 Eh

=====

#3
Molecular formula: C4H6N2
Method: DFT, ωB97M-V/def2-TZVPD

Structure (XYZ):
```
12
Properties=species:S:1:pos:R:3
C 2.12664 -0.13572 -0.10690
C -1.53038 -0.01334 0.22518
C -0.68125 1.15956 -0.09111
C 0.89805 -0.89341 -0.09655
N 3.12019 0.43768 -0.09273
N -0.09321 0.02585 0.55519
H -2.07762 -0.11696 1.14721
H -1.82190 -0.83706 -0.46948
H -0.55962 1.34648 -1.19368
H -0.83704 2.05294 0.56077
H 0.34819 -1.24879 -1.02333
H 1.10793 -1.77721 0.58544
```

Computed properties:
* SMILES: N#CCN1CC1
* total charge: 0
* highest occupied orbital energy: -0.3504 hartree
* LUMO: 0.032 Eh

=====

#4
Molecular formula: C4H6N2
Method: DFT, ωB97M-V/def2-TZVPD

Structure (XYZ):
```
12
Properties=species:S:1:pos:R:3
C 1.11067 -0.96113 -0.61946
N 0.66742 -0.09606 0.23558
C 1.32642 1.17564 0.49271
N 2.34077 1.71761 0.73070
H 2.15746 -0.92500 -0.88510
H 0.43120 -1.67352 -1.05804
C -0.76704 0.21640 0.51868
C -1.76124 -0.31686 -0.24614
H -2.76854 -0.36522 0.13861
H -0.90594 0.27970 1.59596
H -0.22082 1.51707 0.38504
H -1.61038 -0.56863 -1.28853
```

Computed properties:
* total charge: 0
* highest occupied orbital energy (spin up / spin down): -0.2735 / -0.2735 hartree
* LUMO (spin up / spin down): -0.028 / -0.028 Eh

=====

Most stable structure: #2

=====

#1
Molecular formula: H22HeO11
Method: DFT, ωB97M-V/def2-TZVPD

Structure (XYZ):
```
34
Properties=species:S:1:pos:R:3
He -0.01247 0.29655 0.08860
O 0.78234 1.48311 -1.98696
H -0.10181 1.52730 -1.62285
H 1.16506 0.69899 -1.59336
O 1.37715 -1.33511 2.20733
H 0.89105 -0.51684 2.10565
H 1.39502 -1.48784 3.15210
O -2.86391 0.44700 1.02764
H -3.69828 0.76094 1.37620
H -2.61573 -0.27128 1.60962
O -2.19175 -2.75141 2.02863
H -1.92279 -3.45239 2.62238
H -1.42223 -2.59113 1.48239
O -2.00285 1.84697 -1.14339
H -2.12187 1.55031 -0.24114
H -2.84238 1.66889 -1.56730
O -1.15554 -1.00420 -2.12662
H -0.85430 -0.59948 -2.94006
H -1.57503 -0.29132 -1.64489
O -0.14492 1.08659 2.66981
H 0.17785 1.97720 2.80717
H -0.97490 1.20087 2.20687
O 0.86242 4.43963 -2.14798
H 0.64132 3.50845 -2.13209
H 0.09005 4.87585 -1.78828
O 2.45753 -1.57110 -2.49641
H 2.24334 -2.43143 -2.85721
H 2.75201 -1.75178 -1.60374
O 3.86661 0.07261 0.81398
H 4.21424 -0.57153 0.19715
H 2.98909 -0.24632 1.02488
O -0.01731 -2.48645 0.29038
H -0.03595 -2.09349 -0.58225
H 0.64895 -1.98819 0.76375
```

Computed properties:
* total charge: 0
* highest occupied orbital energy: -0.3916 hartree
* LUMO: -0.004 Eh

=====

#2
Molecular formula: H22HeO11
Method: DFT, ωB97M-V/def2-TZVPD

Structure (XYZ):
```
34
Properties=species:S:1:pos:R:3
He -4.16857 -22.18099 -0.72598
O -7.18528 -23.69671 -1.76938
H -7.85920 -23.86720 -1.11137
H -7.56905 -23.02978 -2.33872
O -6.79279 -21.61578 1.79225
H -7.01574 -20.91243 1.18249
H -5.87983 -21.44948 2.02698
O -2.00938 -20.19325 -1.37172
H -1.52304 -20.00222 -2.17373
H -1.88474 -21.13216 -1.23336
O -1.93429 -21.42199 2.56998
H -1.58791 -21.49569 3.45927
H -2.06184 -22.32725 2.28632
O -4.58319 -21.59193 -4.18276
H -5.49582 -21.38179 -4.38070
H -4.62471 -22.42783 -3.71825
O -7.08731 -19.50555 0.02113
H -7.54013 -19.71406 -0.79601
H -6.19027 -19.30509 -0.24601
O -4.39265 -24.11328 -2.42123
H -4.29908 -24.97846 -2.81988
H -5.25010 -24.13624 -1.99642
O -1.75969 -23.04828 -1.29868
H -1.24342 -23.64916 -0.76143
H -2.61398 -23.47239 -1.37966
O -4.40510 -20.59577 3.01549
H -4.40060 -19.65181 3.17411
H -3.48470 -20.82063 2.87931
O -4.51208 -18.87900 -1.41333
H -3.82222 -19.53867 -1.34161
H -4.94245 -19.07140 -2.24639
O -6.26397 -24.91310 1.55118
H -7.20894 -25.01225 1.66706
H -6.16119 -24.05381 1.14218
```

Computed properties:
* total charge: 0
* highest occupied orbital energy: -0.3729 hartree
* LUMO: -0.002 Eh

=====

Most stable structure: #2

=====

#1
Molecular formula: C3H6ClN2O
Method: DFT, ωB97M-V/def2-TZVPD

Structure (XYZ):
```
13
Properties=species:S:1:pos:R:3
C 1.95090 1.81251 0.37027
C 1.91928 -0.54165 -0.17889
C -2.29749 -0.51206 0.41933
N 1.97736 0.58442 0.12078
N -0.75573 -0.58292 -1.21205
O -1.67447 -1.23248 -0.55600
Cl 2.37793 -2.11055 -0.09617
H 1.27833 2.41694 1.02739
H 2.84336 2.37505 -0.05379
H -2.38600 -1.12778 1.30612
H -3.24508 -0.10745 0.08869
H -1.52985 0.34280 0.63364
H -0.45854 -1.31684 -1.86931
```

Computed properties:
* total charge: +1
* highest occupied orbital energy (spin up / spin down): -0.5228 / -0.4580 hartree
* LUMO (spin up / spin down): -0.174 / -0.251 Eh

=====

#2
Molecular formula: C3H6ClN2O
Method: DFT, ωB97M-V/def2-TZVPD

Structure (XYZ):
```
13
Properties=species:S:1:pos:R:3
C 0.58090 1.16295 1.09983
C 0.47398 -0.23877 0.42373
C 1.16675 0.75503 -0.96004
N 1.18315 1.76666 0.04905
N -0.86377 -0.82831 0.29665
O 0.18328 1.53464 2.15470
Cl 2.70674 0.19208 -1.54466
H 1.21827 -0.95474 0.74852
H 0.44254 0.88149 -1.76207
H 1.61058 2.68356 0.00272
H -0.89054 -1.52623 -0.46103
H -1.56787 -0.09591 0.12319
H -1.11090 -1.29877 1.18467
```

Computed properties:
* SMILES: [NH3+][C@@H]1C(=O)N[C@H]1Cl
* total charge: +1
* highest occupied orbital energy: -0.5333 hartree
* LUMO: -0.153 Eh

=====

Most stable structure: #2

=====

#1
Molecular formula: C2HF3N2
Method: DFT, ωB97M-V/def2-TZVPD

Structure (XYZ):
```
8
Properties=species:S:1:pos:R:3
C -0.51722 -0.46016 -0.97200
C 0.41378 0.76546 0.91188
N -0.96628 -1.37848 -1.67314
N -0.30652 0.60005 -0.22635
F 0.94446 -0.31861 1.53692
F 1.47058 1.57090 0.65486
F -0.18736 1.42002 1.97430
H -0.85144 -2.19918 -2.20648
```

Computed properties:
* SMILES: N=C=NC(F)(F)F
* total charge: 0
* highest occupied orbital energy: -0.4067 hartree
* LUMO: 0.016 Eh

=====

#2
Molecular formula: C2HF3N2
Method: DFT, ωB97M-V/def2-TZVPD

Structure (XYZ):
```
8
Properties=species:S:1:pos:R:3
C 1.34321 0.25431 0.78209
C -0.96219 -0.08532 -0.46650
N 1.53602 -0.85205 0.25334
N 0.20907 -0.58515 0.96350
F -2.06574 -0.64705 -0.08817
F -1.04246 1.19461 -0.60112
F -0.44341 -0.60462 -1.53265
H 1.42549 1.32527 0.68951
```

Computed properties:
* total charge: 0
* highest occupied orbital energy: -0.3504 hartree
* LUMO: 0.018 Eh

=====

Most stable structure: #1